Record 1
This record from the OMol25 dataset describes 13 unconnected molecules or ions with the total composition C24H74O24 in a non-equilibrium geometry. The level of theory is wB97M-V/def2-TZVPD.

Energy above the lowest of the compared OMol25 structures with the same formula, charge and spin ... 0.0 kJ/mol
Orbital gap ... 10.0 eV

Positions of all 122 atoms, in Å:
C 0.63247 0.99340 4.45531
C 0.14371 -0.46888 4.44648
O 1.16249 -1.20496 3.83857
O 0.87058 1.40437 3.11929
H 1.60250 0.87699 4.87691
H 0.02851 1.74263 4.97724
H -0.78629 -0.56436 3.95066
H -0.04659 -0.78989 5.50423
H 1.80155 -0.58476 3.44138
H -0.00212 1.49163 2.67965
C -2.66249 3.05989 -1.63416
C -3.85864 3.54608 -2.36891
O -3.77377 4.98224 -2.61108
O -2.74695 3.69330 -0.32832
H -1.67961 3.32878 -1.99001
H -2.67909 1.99559 -1.39627
H -4.76334 3.37504 -1.76868
H -4.04025 3.11285 -3.35685
H -3.85457 5.57897 -1.86182
H -3.37190 3.15651 0.21974
C -4.42930 1.82836 2.54184
C -2.96473 1.83184 2.80921
O -2.18641 1.25851 1.68835
O -4.74056 2.54855 1.34679
H -4.90507 2.21732 3.39207
H -4.78115 0.79332 2.39155
H -2.73446 1.19857 3.67483
H -2.49958 2.81902 2.92879
H -2.22856 0.26154 1.72204
H -5.31779 1.93452 0.80357
C -0.44727 -4.81478 -2.24235
C -1.24086 -3.52415 -2.50711
O -1.44077 -2.80834 -1.30086
O -1.37233 -5.74525 -1.67536
H 0.35603 -4.57924 -1.52134
H 0.03479 -5.19895 -3.15776
H -2.16078 -3.90866 -2.87769
H -0.75577 -2.96073 -3.29513
H -2.11761 -3.26189 -0.77171
H -0.99379 -6.39137 -1.04673
C 6.83555 0.68186 -3.09848
C 6.36320 1.52289 -4.23759
O 5.16436 2.17759 -3.94152
O 6.02715 -0.44562 -2.80813
H 6.90531 1.35023 -2.23074
H 7.84331 0.26446 -3.26283
H 6.25638 0.86160 -5.11963
H 7.07788 2.35211 -4.31374
H 4.52259 1.53290 -3.57894
H 5.39013 -0.17013 -2.16667
C 3.20838 -2.85808 -2.79543
C 3.27340 -4.34706 -3.03415
O 3.09465 -5.11112 -1.78732
O 1.92804 -2.65312 -2.17653
H 3.27514 -2.42466 -3.79315
H 4.03894 -2.48557 -2.14533
H 4.24962 -4.73286 -3.38131
H 2.46377 -4.62811 -3.61960
H 2.34480 -4.71629 -1.30653
H 1.82468 -1.71024 -1.99287
C -4.54509 -0.19560 -0.94615
C -4.95227 -1.54542 -1.61967
O -6.08422 -1.32820 -2.46928
O -5.44158 0.06667 0.14850
H -4.54365 0.59903 -1.70488
H -3.55789 -0.30080 -0.48715
H -5.09871 -2.31596 -0.82368
H -4.03901 -1.85962 -2.09691
H -6.60307 -2.13420 -2.55255
H -6.33255 -0.14300 -0.13952
C -0.56485 6.09170 1.35193
C 0.16622 5.40423 0.17975
O -0.03677 3.97611 0.15702
O -0.22286 7.43610 1.56986
H -0.34722 5.45620 2.23474
H -1.65566 6.10636 1.31263
H 1.26443 5.50575 0.42827
H -0.11733 5.83755 -0.77442
H -1.01669 3.78855 0.17241
H 0.67812 7.52210 1.83372
C 3.77610 -0.17007 0.41686
C 4.25607 0.49726 1.66081
O 3.43812 0.08516 2.80641
O 4.29264 0.49489 -0.70479
H 2.71301 -0.18527 0.43785
H 4.07861 -1.20342 0.44226
H 4.05964 1.57054 1.62651
H 5.26930 0.32997 1.85310
H 3.91001 -0.68317 3.14187
H 3.82751 1.32244 -0.83019
C -3.42194 -2.68465 1.86360
C -3.45380 -3.19655 3.26238
O -3.87327 -2.19438 4.22585
O -2.41212 -1.67201 1.64164
H -4.39474 -2.12949 1.59796
H -3.25060 -3.60255 1.22985
H -2.40046 -3.46837 3.38198
H -4.14472 -4.05222 3.39066
H -3.18927 -1.54442 4.26518
H -1.56512 -2.20089 1.63399
C 2.33988 -3.35330 1.26157
C 0.94244 -2.76227 1.08062
O 0.09831 -3.07597 2.24114
O 3.15584 -2.79838 2.27679
H 2.88109 -3.18304 0.29261
H 2.17046 -4.44136 1.49908
H 0.59741 -3.32189 0.19253
H 0.91594 -1.66632 0.92129
H 0.27017 -2.42653 2.96600
H 2.62963 -2.69724 3.08849
C 1.96223 3.05544 -2.27110
O 2.07461 2.50380 -0.94629
H 1.49261 4.03739 -2.27665
H 3.04416 3.12867 -2.58647
H 1.41150 2.38828 -2.97719
H 1.37079 2.92424 -0.36792
C -0.15902 0.18711 -0.57137
O 1.10134 -0.01216 -1.18479
H -0.63005 1.11003 -0.81490
H -0.82727 -0.65164 -0.75731
H 0.00067 0.26967 0.49561
H 1.55547 0.82072 -0.98600

These are the Mulliken partial charges, in e, on atoms 1 to 4: number 1, C, carries -1.0114; number 2, C, carries 0.5553; number 3, O, carries -0.5125; number 4, O, carries -0.5376



Record 2
This record from the OMol25 dataset describes 12 unconnected molecules or ions with the total composition C24H78N6O12 in a non-equilibrium geometry. The level of theory is wB97M-V/def2-TZVPD.

⟨S²⟩ ... 0.750
Total charge ... -1
2S+1 ... 2
Energy above the lowest of the compared OMol25 structures with the same formula, charge and spin ... 0.0 kJ/mol
Orbital gap (spin up / spin down) ... 1.7 / 8.9 eV

Positions of all 120 atoms, in Å:
O -1.94238 -3.54960 -0.73011
H -1.67654 -2.84996 -1.32680
H -2.43710 -4.15806 -1.27898
O 5.26683 -2.31342 2.83242
H 4.81595 -3.15157 2.93457
H 5.00515 -1.80502 3.60007
O -1.28063 -1.59414 -2.35555
H -1.02934 -0.72555 -2.04148
H -1.49574 -1.46249 -3.27893
O 5.50609 -0.70006 0.56121
H 5.07785 -1.10363 -0.19377
H 5.44468 -1.35917 1.25261
O 3.23343 -4.67124 3.49067
H 2.48414 -5.05675 3.03660
H 3.38833 -5.25297 4.23486
O 3.96350 -2.19288 -1.09689
H 4.22083 -3.08614 -0.86863
H 3.00925 -2.19145 -1.02189
C 3.18645 3.32186 -0.43937
C 3.35886 4.04617 -1.73577
C 3.94098 5.44483 -1.53908
O 3.83360 6.08619 -2.80249
C 4.28309 7.45688 -2.69697
N 4.18648 3.22143 -2.63143
H 4.15108 3.05508 -0.00759
H 2.76744 2.33566 -0.63922
H 2.57075 3.85062 0.28823
H 2.40252 4.18961 -2.23869
H 4.97428 5.34917 -1.20556
H 3.36659 5.96680 -0.77375
H 4.16780 7.98242 -3.64493
H 5.30660 7.56889 -2.33924
H 3.67200 8.06520 -2.03018
H 3.62566 2.58732 -3.18232
H 4.35359 3.85649 -3.39883
C 1.89805 -1.88506 1.55781
C 0.84067 -1.54773 0.47574
C 0.78055 -0.08070 0.06592
O -0.38833 0.27121 -0.73137
C -0.82621 1.62691 -0.68529
N 1.25038 -2.37137 -0.62734
H 1.52307 -1.50079 2.50640
H 2.88406 -1.48906 1.31480
H 2.05979 -2.96298 1.56488
H -0.11360 -1.93936 0.82802
H 1.64600 0.19299 -0.53756
H 0.75225 0.46535 1.00887
H -0.69614 2.16054 0.25621
H -1.77757 1.67165 -1.21539
H -0.12389 2.17335 -1.31478
H 1.06260 -3.31062 -0.30695
H 0.50415 -2.30700 -1.30490
C 2.25573 -6.97546 -0.62155
C 0.77833 -6.38720 -0.96016
C -0.34982 -7.36635 -0.69423
O -0.17142 -8.26467 -1.80209
C -1.28179 -8.20354 -2.74281
N 0.62161 -5.25736 -0.05022
H 2.48251 -7.85158 -1.22908
H 2.30002 -7.33231 0.40742
H 3.00759 -6.19163 -0.71325
H 0.84124 -6.03886 -1.99107
H -1.33667 -6.90488 -0.65856
H -0.25991 -8.07026 0.13313
H -2.17586 -8.79820 -2.55539
H -0.79096 -8.41966 -3.69174
H -1.57613 -7.18812 -3.00813
H -0.22282 -4.79744 -0.35930
H 0.38688 -5.56952 0.88121
C 2.52337 -0.40809 -4.02598
C 1.99462 0.82783 -4.68764
C 1.01074 1.74552 -4.06373
O 0.54301 2.77127 -4.94486
C -0.24320 3.65323 -4.15832
N 3.14769 1.66975 -4.88259
H 3.03010 -1.05968 -4.73784
H 1.66745 -1.00645 -3.71375
H 3.20800 -0.16376 -3.21377
H 1.70611 0.67378 -5.72742
H 1.38838 2.06632 -3.09288
H 0.14770 1.15642 -3.75355
H -0.61026 4.52128 -4.70590
H 0.26128 3.96611 -3.24414
H -1.15193 3.17912 -3.78747
H 2.69042 2.50202 -5.22660
H 3.73658 1.26709 -5.59755
C -3.87777 -3.35497 5.10512
C -3.31407 -2.01814 5.21416
C -2.81758 -1.53575 3.80956
O -2.48541 -0.18304 3.89239
C -2.32329 0.36436 2.57609
N -4.38045 -1.14773 5.60364
H -4.76601 -3.30201 4.47557
H -4.20686 -3.84546 6.02120
H -3.14855 -3.99104 4.60338
H -2.45764 -1.99065 5.88786
H -3.67849 -1.68214 3.15725
H -2.01746 -2.21951 3.52605
H -2.16934 1.43987 2.66376
H -3.21071 0.28538 1.94809
H -1.54569 -0.17133 2.03161
H -5.01551 -1.19224 4.81953
H -3.97396 -0.22349 5.62905
C -7.25342 6.49254 2.32631
C -6.39615 5.18321 2.47734
C -4.87546 5.57132 2.33989
O -4.03572 4.49588 1.96842
C -2.65479 4.78330 2.19300
N -6.70206 4.53214 3.75610
H -7.11221 7.14601 3.18720
H -8.28127 6.13858 2.24680
H -7.14249 7.01779 1.37768
H -6.63408 4.62761 1.57026
H -4.66721 5.98724 3.32566
H -4.69202 6.35038 1.59994
H -2.25027 5.38741 1.38090
H -2.20604 3.79126 2.14215
H -2.39444 5.20891 3.16211
H -7.68489 4.30278 3.79548
H -6.16517 3.67893 3.81845

These are the Mulliken partial charges, in e, on atoms 1 to 4: number 1, O, carries -0.4407; number 2, H, carries 0.0536; number 3, H, carries 0.2590; number 4, O, carries -0.7239